HNOP2 in the gas phase at a distorted geometry, computed with the ωB97M-V functional and the def2-TZVPD basis.

```
! RIJCOSX wB97M-V def2-TZVPD def2/J DEFGRID3
* xyz 0 1
N -0.87887 -0.12884 0.16981
O 0.96647 -0.60565 -1.07850
P 0.33771 0.72396 -0.65217
P 0.77415 -0.67364 0.86461
H -1.19946 0.68418 0.69624
*
```

Its SMILES is N1P2#P1O2. The energy above the lowest of the compared OMol25 structures with the same formula, charge and spin comes out at 0.520 eV.

C6H12O in the gas phase at a distorted geometry, computed with the ωB97M-V functional and the def2-TZVPD basis.

```
! RIJCOSX wB97M-V def2-TZVPD def2/J DEFGRID3
* xyz 0 1
C 0.49483 2.84056 -0.03192
C -0.46359 1.70466 0.30026
O 0.20459 0.49482 0.60470
C 0.56430 -0.32435 -0.46259
C 1.33932 -1.50876 -0.04206
C -0.03833 -1.81533 -0.49124
C -1.20971 -2.06574 0.39654
H 1.09656 2.59173 -0.91172
H 1.17262 3.03431 0.80606
H -0.06113 3.76262 -0.24175
H -1.17178 1.53982 -0.52280
H -1.04481 1.94685 1.19734
H 0.08323 -0.21987 -1.41146
H 1.44642 -1.52629 1.04027
H 2.19801 -1.86998 -0.59220
H -0.07815 -2.26198 -1.49547
H -2.14045 -2.05415 -0.18640
H -1.13548 -3.01891 0.91904
H -1.25644 -1.25004 1.12539
*
```

Its SMILES is CCO[C@H]1C[C@H]1C. The energy above the lowest of the compared OMol25 structures with the same formula, charge and spin comes out at 2.775 eV.

A molecular structure, C14H45Cd2N3O9 at a distorted geometry, computed with the ωB97M-V functional and the def2-TZVPD basis.

```
! RIJCOSX wB97M-V def2-TZVPD def2/J DEFGRID3
* xyz 1 2
Cd 20.03417 -19.11417 23.02724
Cd 18.96859 -17.95019 19.45038
O 20.33899 -16.52490 18.74344
C 21.54158 -16.84211 19.48377
C 21.62231 -18.01122 20.59735
O 20.39261 -18.52800 21.10191
H 21.92057 -15.88942 19.85372
H 22.29371 -17.22633 18.79473
H 22.27243 -17.72125 21.42280
H 22.11874 -18.87156 20.14849
C 23.22830 -15.91794 14.18140
C 22.00876 -16.73152 13.92204
C 21.99778 -17.43628 12.57324
O 22.02483 -16.43429 11.52192
C 21.46993 -17.00054 10.35752
N 21.92026 -17.66065 15.02578
H 23.35587 -15.48612 15.17407
H 23.11484 -15.12649 13.44057
H 24.14794 -16.42947 13.89737
H 21.16430 -16.05187 14.03630
H 20.98992 -17.85069 12.54876
H 22.81368 -18.14117 12.41342
H 21.40505 -16.23113 9.58817
H 20.43649 -17.31215 10.50917
H 22.07310 -17.85815 10.05952
H 21.92609 -17.13423 15.88774
H 20.96999 -17.99490 14.95269
C 25.07649 -18.58079 23.54198
C 24.59889 -17.52984 24.57723
C 24.09780 -16.22383 23.90725
O 25.06446 -15.49795 23.15213
C 24.51632 -14.68998 22.12558
N 23.56909 -18.08802 25.37578
H 24.67284 -18.39327 22.54700
H 24.65126 -19.56753 23.72535
H 26.15062 -18.68232 23.38687
H 25.47348 -17.24536 25.16226
H 23.85727 -15.51956 24.70365
H 23.29750 -16.50560 23.22298
H 23.82413 -15.22462 21.47509
H 25.35166 -14.37495 21.50022
H 23.92305 -13.85121 22.48971
H 23.07221 -17.38854 25.90864
H 24.07892 -18.54385 26.11900
C 25.05379 -19.13161 17.42110
C 25.05619 -20.68599 17.55059
C 24.76986 -21.14810 18.95614
O 25.82695 -21.16334 19.89736
C 26.34570 -19.95230 20.40133
N 24.03861 -21.08990 16.62856
H 25.43977 -18.83050 16.44721
H 25.67375 -18.72365 18.21942
H 24.08508 -18.67450 17.62297
H 26.02840 -21.04221 17.20998
H 24.46612 -22.18274 18.79692
H 23.91652 -20.56618 19.30441
H 26.84918 -20.16300 21.34483
H 25.56582 -19.27663 20.75255
H 27.08353 -19.39902 19.82031
H 24.45403 -21.83069 16.08199
H 24.06415 -20.44621 15.85067
O 21.86825 -19.51306 23.75382
H 22.54181 -20.03082 23.31284
H 22.33738 -19.05051 24.44822
O 19.43447 -13.95756 20.05192
H 20.07961 -13.25649 19.95943
H 19.86900 -14.73217 19.69500
O 21.14695 -13.88528 17.61599
H 21.59608 -13.49492 18.36574
H 20.89878 -14.76043 17.91390
O 18.08375 -16.30175 20.55676
H 18.34109 -15.40323 20.35019
H 17.18839 -16.22517 20.88647
*
```

Its total energy is -1736.85604 a.u. The expectation value of S² is 0.752.

A molecular structure, C12H24NO4P2Sc at a distorted geometry, computed with the ωB97M-V functional and the def2-TZVPD basis.

```
! RIJCOSX wB97M-V def2-TZVPD def2/J DEFGRID3
* xyz 2 1
Sc -0.30311 0.48410 1.15155
P 1.33861 -1.30225 1.94476
C 1.57882 -1.97346 0.22318
C 0.36895 -1.91643 -0.68013
N -0.46247 -0.83378 -0.64299
C -1.29866 -0.55859 -1.65891
C -1.37046 -1.42071 -2.75076
C -0.57025 -2.55520 -2.80015
C 0.31011 -2.79229 -1.75717
C -2.19496 0.66816 -1.62105
P -1.49360 2.23686 -1.03649
H 1.00802 -3.63756 -1.77631
H -2.07125 -1.18450 -3.53302
H -0.63381 -3.22870 -3.64963
H -2.48514 0.85245 -2.68288
H -3.12019 0.44057 -1.06627
H 2.29010 -1.32231 -0.26362
H 1.95504 -3.01158 0.29395
H 2.35521 0.56353 -0.45569
O 2.77859 -0.11402 -1.03516
H 3.73159 -0.18108 -0.95916
H -0.55755 2.12636 -0.03115
O 1.30129 1.36274 0.42487
H 1.74442 2.17776 0.69620
C -0.44712 2.96745 -2.29290
H -0.93313 3.02958 -3.28397
H -0.17247 3.97757 -1.96714
H 0.46780 2.36823 -2.37959
C -2.70931 3.34665 -0.36067
H -2.17695 4.12716 0.18967
H -3.34143 3.81261 -1.15511
H -3.35503 2.80484 0.34948
C 0.88417 -2.66185 3.05205
H 1.67769 -3.41702 3.10915
H 0.71395 -2.22235 4.05036
H -0.04849 -3.11099 2.70633
C 3.01225 -0.76229 2.42347
H 2.90867 -0.15972 3.34621
H 3.68573 -1.61798 2.62748
H 3.47017 -0.10945 1.65378
O -1.13998 1.63913 2.72202
C -1.98698 0.69226 2.93648
O -2.02595 -0.32778 2.16206
H -2.68287 0.74389 3.77687
*
```

The energy above the lowest of the compared OMol25 structures with the same formula, charge and spin comes out at 0.000 eV.